# 1
Density functional theory data (ωB97M-V/def2-TZVPD) for one molecule with the formula C4H8F2.

Geometry as XYZ:
```
14
Properties=species:S:1:pos:R:3:forces:R:3
C 1.6903 0.8488 -0.7873 -2.2 -1.9 0.5
C -1.6934 -0.8687 0.7641 2.0 0.1 -4.1
C 0.7265 -0.0172 0.1756 2.7 1.9 -0.5
C -0.7082 -0.0333 -0.2172 -2.5 -0.6 0.5
F 0.8887 0.4572 1.4790 -0.4 0.1 0.2
F -1.2536 1.2624 -0.2939 0.4 0.5 0.7
H 1.5293 1.9039 -0.5213 0.1 -0.3 -0.9
H 2.7155 0.5090 -0.6399 -0.1 0.3 0.2
H 1.3542 0.4186 -1.7822 0.6 1.5 0.6
H -1.8106 -0.3987 1.6503 -0.7 2.1 2.6
H -2.6063 -1.0821 0.2319 -0.4 0.2 0.1
H -1.2460 -1.7829 1.0362 0.7 -1.4 0.0
H 1.2561 -0.9486 0.1845 -0.7 -1.2 -0.1
H -0.8424 -0.2684 -1.2798 0.5 -1.2 0.3
```
Positions in Å, forces in eV/Å.

LUMO level   1.02 eV
SMILES   C[C@@H](F)[C@@H](C)F
Spin multiplicity   1
Energy relative to the best compared isomer or geometry (same formula, charge and spin)   29.4 kcal per mole
Charge   0

Atomic partial charges in e from the natural (NBO) method, atoms 1 to 2: number 1, C, carries -0.630; number 2, C, carries -0.619



# 2
Density functional theory data (ωB97M-V/def2-TZVPD) for C37H31Br3F6 as an isolated structure.

Geometry as XYZ:
```
77
Properties=species:S:1:pos:R:3:forces:R:3
F 2.1049 3.4132 -0.1051 -0.1 -0.6 0.2
C 1.6112 4.6638 -0.0220 -1.6 -1.0 1.0
C 0.2939 4.8759 0.4399 1.7 1.4 -1.4
C -0.2044 6.1782 0.3644 1.1 -0.2 0.4
C 0.6397 7.2363 0.0250 0.0 0.3 0.2
C 1.9752 6.9420 -0.2445 -0.7 2.1 -0.8
C 2.4525 5.6680 -0.3174 2.8 0.6 -0.5
H -0.2671 4.0909 0.8296 -1.0 -1.3 0.4
H -1.1885 6.3805 0.7029 -0.9 0.1 0.1
H 0.2830 8.2924 0.0581 0.3 -1.1 -0.2
H 2.6281 7.7617 -0.5418 0.0 -0.1 0.3
H 3.5573 5.5411 -0.5464 -1.7 -0.3 0.2
F -3.5214 5.7719 2.7499 0.1 0.0 0.1
C -2.8540 4.6165 2.9890 0.1 0.3 -0.3
C -1.8187 4.6276 3.9217 -0.3 -0.5 -1.4
C -1.1117 3.4507 4.0946 -0.5 -0.2 0.9
C -1.5572 2.2718 3.5394 -0.4 0.3 -1.0
C -2.5395 2.3306 2.5450 0.6 0.7 0.3
C -3.1807 3.5114 2.2067 0.1 0.2 1.0
H -1.4849 5.5258 4.3824 -0.1 0.6 0.3
H -0.2814 3.4311 4.7705 0.3 0.0 0.3
H -1.1349 1.3302 3.8228 0.4 -0.3 -0.1
H -2.6946 1.4991 1.9256 -0.5 -1.3 -0.4
H -3.9616 3.5437 1.4511 0.3 0.2 0.1
F 3.2417 0.2928 4.0675 0.1 0.0 0.2
C 3.6951 -0.1411 2.8667 -0.6 -0.8 1.5
C 3.9066 -1.4910 2.7103 0.8 -0.1 -2.5
C 4.3333 -1.9620 1.4406 -0.1 0.4 0.1
C 4.4985 -1.0254 0.4343 0.5 1.6 -1.4
C 4.2706 0.3783 0.6421 0.3 -1.6 0.0
C 3.8528 0.7869 1.8974 0.5 2.3 -1.6
H 3.7973 -2.2023 3.4590 -0.4 -0.8 1.6
H 4.5417 -3.0321 1.2005 -0.3 1.0 0.6
H 4.8757 -1.3016 -0.5755 -0.4 0.0 0.9
H 4.4364 1.1337 -0.1434 -0.1 -0.7 0.4
H 3.7106 1.8874 2.0495 -0.1 -1.3 0.3
F 2.4830 -1.6495 -6.6803 0.1 -0.1 0.5
C 2.4410 -1.5776 -5.3156 0.1 0.5 -0.5
C 1.9775 -0.3508 -4.7675 0.7 -2.2 -3.0
C 1.8534 -0.3850 -3.4362 -0.4 1.3 2.7
C 2.2427 -1.4389 -2.6165 0.4 -0.7 -1.3
C 2.7801 -2.5874 -3.2129 -0.5 0.9 1.5
C 2.8736 -2.6855 -4.5783 -0.7 1.2 -0.8
H 1.7108 0.4609 -5.4679 0.1 -0.5 0.8
H 1.4477 0.4906 -2.9534 -0.1 0.2 0.2
H 2.1177 -1.3802 -1.5570 0.0 0.1 0.4
H 3.0915 -3.3688 -2.5430 0.1 -0.4 -0.1
H 3.2065 -3.5822 -5.0530 0.2 -0.3 -0.4
F -3.8741 -4.9520 -1.3168 0.2 -0.1 0.4
C -4.2651 -5.1072 -0.0338 0.3 -0.2 1.8
C -3.3252 -5.0809 1.0280 -0.9 0.3 -2.3
C -3.7689 -5.2260 2.3389 2.2 0.4 0.0
C -5.0924 -5.3870 2.5769 -2.7 -1.0 -0.1
C -6.0439 -5.5038 1.5187 1.3 0.5 0.6
C -5.6105 -5.3544 0.2078 0.2 -0.4 -0.6
H -2.3198 -4.9492 0.6521 0.3 0.0 0.7
H -3.0125 -5.1855 3.1579 -0.8 -0.1 -0.7
H -5.4785 -5.6054 3.5763 0.3 0.4 -0.2
H -7.0768 -5.6872 1.7762 0.0 -0.1 -0.2
H -6.1763 -5.5675 -0.7033 -0.4 0.4 0.6
F -1.4100 0.4195 -2.1991 0.6 0.3 -0.2
C -0.6148 -0.0651 -1.2257 -0.3 -1.1 0.6
C -0.6512 -1.4401 -0.9981 -1.5 -0.6 -1.4
C -0.1308 -1.9353 0.1579 1.9 0.2 1.7
C 0.5680 -1.0815 1.0358 -0.5 -0.3 0.5
C 0.6868 0.2635 0.7180 0.7 -1.5 0.8
C 0.1381 0.7593 -0.4043 -1.5 0.7 -2.3
H -1.1666 -2.1599 -1.6897 0.5 1.2 0.7
H -0.0847 -2.9910 0.3998 -0.4 0.0 -0.3
H 0.9700 -1.4334 2.0011 -0.1 0.0 -0.8
H 1.2985 0.9000 1.2874 0.5 0.7 0.9
H 0.2634 1.7839 -0.6893 -0.1 0.5 0.0
C -1.7408 -3.5106 -4.8518 0.3 -0.2 -0.5
Br -0.8807 -4.7191 -3.5908 -0.6 -0.1 -0.3
Br -2.6211 -2.0621 -4.0197 -0.5 0.2 0.3
Br -2.8240 -4.2830 -6.3070 0.5 0.0 0.9
H -0.8873 -3.0627 -5.3120 0.2 0.1 -0.6
```
Positions in Å, forces in eV/Å.

LUMO level   -0.09 eV
Spin multiplicity   1
Energy relative to the best compared isomer or geometry (same formula, charge and spin)   2.9 kcal per mole
Charge   0

Atomic partial charges in e from the Löwdin method, atoms 1 to 2: number 1, F, carries 0.043; number 2, C, carries -0.285



# 3
Density functional theory data (ωB97M-V/def2-TZVPD) for a 2-piece molecular cluster, C2H4N2O overall.

Geometry as XYZ:
```
9
Properties=species:S:1:pos:R:3:forces:R:3
C 1.7357 1.0611 -0.0248 0.2 1.8 -0.1
C 1.8835 -0.2969 -0.3485 0.6 -0.5 -0.8
N 1.8332 2.2037 -0.0261 -0.2 0.2 0.3
N 1.6662 -1.2035 0.4784 -0.7 -0.7 0.9
O -1.2890 0.7123 0.1231 0.1 -2.2 1.2
H 2.2932 -0.4082 -1.3469 -0.1 -0.4 -0.3
H 1.8390 -2.1162 0.0881 0.2 -0.4 -0.2
H -0.7563 -0.1008 0.4627 -1.6 2.1 -0.7
H -2.2124 0.5877 0.4689 1.4 0.0 -0.4
```
Positions in Å, forces in eV/Å.

LUMO level   -0.10 eV
SMILES   [H]/N=C/C#N.O
Spin multiplicity   1
Energy relative to the best compared isomer or geometry (same formula, charge and spin)   35.1 kcal per mole
Charge   0

Atomic partial charges in e from the natural (NBO) method, atoms 1 to 2: number 1, C, carries 0.201; number 2, C, carries 0.018